P) Molecular formula: C5H11NO4
Method: DFT, ωB97M-V/def2-TZVPD

The value obtained for the HOMO-LUMO gap is 0.3395 Eh.

```
! RIJCOSX wB97M-V def2-TZVPD def2/J DEFGRID3
* xyz 0 1
C 2.08191 0.32509 1.23840
C 2.03453 -0.81302 2.25168
C 1.22347 0.13572 0.02522
N 0.44062 -0.85654 -0.21871
O 1.23474 1.14797 -0.81455
H 0.34633 -1.59405 0.46415
H -0.34602 -0.62931 -1.17749
H 3.09994 0.48970 0.87462
H 1.77004 1.26916 1.69348
H 2.35907 -1.75709 1.81096
H 1.03053 -0.94197 2.65913
H 2.70028 -0.59300 3.08486
C -1.22159 -0.00555 -2.22753
C -2.21442 0.56387 -1.34649
O -3.00242 -0.41851 -0.78123
O -3.75818 0.10174 0.32812
O -2.31642 1.71554 -0.94890
H -3.52210 1.05899 0.25689
H -1.54752 -0.92112 -2.71604
H -0.89698 0.71698 -2.97477
H 0.50421 1.00543 -1.48178
*
```

Q) Molecular formula: C5H11NO4
Method: DFT, ωB97M-V/def2-TZVPD

The value obtained for the HOMO-LUMO gap is 0.3021 Eh.

```
! RIJCOSX wB97M-V def2-TZVPD def2/J DEFGRID3
* xyz 0 1
C 1.11851 0.11042 0.53255
C 1.94498 -0.35776 -0.61945
C -1.64193 -0.24448 -1.33115
C 0.32701 1.20646 0.35250
C -2.32064 -0.28130 -0.13408
N 1.10282 -0.69008 1.65276
O -0.42046 1.78221 1.37782
O 0.33703 1.89843 -0.80662
O -1.95419 -0.75572 1.11256
O -3.50104 0.33718 -0.09167
H 1.28270 -0.11289 -1.48120
H 2.06316 -1.49614 -0.53768
H 3.13425 0.06260 -0.59457
H -0.60398 -0.53554 -1.41604
H 0.45703 -0.33777 2.37483
H -2.05411 0.31025 -2.12265
H 1.99068 -0.76096 2.13526
H -1.06640 2.50683 1.02336
H -0.21095 1.49960 -1.50406
H -0.98475 -0.95549 1.07739
H -3.79236 0.55936 0.79068
*
```

R) Molecular formula: C5H11NO4
Method: DFT, ωB97M-V/def2-TZVPD

The value obtained for the HOMO-LUMO gap (spin up / spin down) is 0.2881 / 0.3172 Eh.

```
! RIJCOSX wB97M-V def2-TZVPD def2/J DEFGRID3
* xyz 0 1
C 1.00105 0.26532 -0.27585
C 1.21044 -1.95508 0.76276
C -0.94855 -1.36315 -0.43060
C -0.41281 0.12104 1.55575
C 0.24285 -0.82021 0.36241
N -0.44613 2.03473 -0.82417
O 1.99067 0.66619 -0.79509
O -1.55979 0.72755 1.19217
O -0.83453 1.70423 -2.16080
O 0.47727 3.02865 -0.84068
H 0.59163 -2.82261 0.82867
H 1.61034 -1.70625 1.64497
H 1.93429 -2.09385 0.06661
H -1.69599 -0.55462 -0.88149
H -0.48758 -1.79477 -1.29465
H -1.65824 -1.98536 0.04445
H 0.30183 0.85939 1.97300
H -0.70957 -0.58283 2.45665
H -1.47606 1.25310 0.44137
H -0.45095 2.47886 -2.59756
H 1.31982 2.53966 -1.22792
*
```

Order from most stable to least stable according to the calculation: Q), P), R)

P) Molecular formula: C3H4OSi
Method: DFT, ωB97M-V/def2-TZVPD

The value obtained for the HOMO-LUMO gap (spin up / spin down) is 0.2601 / 0.2598 Eh.

```
! RIJCOSX wB97M-V def2-TZVPD def2/J DEFGRID3
* xyz 0 1
C 1.09138 2.00807 -0.26844
C 1.04147 1.10556 0.54678
C 0.77055 -0.02096 1.27013
O 0.97853 -0.54393 2.31615
Si -1.12868 -1.21214 -0.56943
H 1.15764 2.81702 -0.93435
H -2.05522 -0.20823 -1.05214
H -0.15327 -1.66977 -1.54606
H -1.70240 -2.27564 0.23736
*
```

Q) Molecular formula: C3H4OSi
Method: DFT, ωB97M-V/def2-TZVPD

The value obtained for the HOMO-LUMO gap is 0.3566 Eh.

```
! RIJCOSX wB97M-V def2-TZVPD def2/J DEFGRID3
* xyz 0 1
C 1.20860 0.52015 0.59167
C 0.36382 -0.28902 -0.05766
C 1.82130 -0.53617 -0.12107
O 2.73352 -1.07794 -0.60598
Si -1.52938 -0.05262 -0.20183
H 1.19473 1.37136 1.32645
H -1.61108 1.42644 -0.66690
H -1.96584 -0.96866 -1.25677
H -2.21567 -0.39353 0.99209
*
```

Order from most stable to least stable according to the calculation: Q), P)

P) Molecular formula: C4H11O
Method: DFT, ωB97M-V/def2-TZVPD

The value obtained for the HOMO-LUMO gap is 0.2153 Eh.

```
! RIJCOSX wB97M-V def2-TZVPD def2/J DEFGRID3
* xyz -1 1
C -1.84417 0.67579 1.68603
O -2.75550 0.33136 0.77995
H -1.10462 -0.11528 1.98120
H -2.22113 0.94528 2.73461
H -1.27277 1.61302 1.44669
C 1.19577 0.23829 0.29830
C 0.21380 -0.51880 -0.59881
C 0.88971 -0.70624 -1.95333
H 1.35769 1.24345 -0.09318
H 0.79018 0.34026 1.30185
H 2.17850 -0.24096 0.33622
H -0.08630 -1.50572 -0.25685
H -0.66806 0.11401 -0.67075
H 1.73656 -1.38482 -1.82746
H 1.31813 0.16690 -2.45164
H 0.27221 -1.19655 -2.71283
*
```

Q) Molecular formula: C4H11O
Method: DFT, ωB97M-V/def2-TZVPD

The value obtained for the HOMO-LUMO gap is 0.2198 Eh.

```
! RIJCOSX wB97M-V def2-TZVPD def2/J DEFGRID3
* xyz -1 1
C -2.63772 -0.24767 1.08025
O -2.33801 -0.36496 -0.21134
H -2.36287 0.71913 1.59460
H -2.15923 -1.00931 1.76400
H -3.72640 -0.37275 1.35491
C 1.44680 -1.02735 0.05231
C 0.58172 0.12412 -0.46430
C 1.39051 1.24093 -1.13597
H 1.67490 -0.93658 1.11816
H 1.06054 -2.01791 -0.18544
H 2.43677 -1.00514 -0.43219
H -0.20280 -0.30433 -1.08589
H -0.02932 0.58350 0.30778
H 1.62697 1.04551 -2.18200
H 2.33430 1.36597 -0.58432
H 0.90384 2.20684 -0.99054
*
```

R) Molecular formula: C4H11O
Method: DFT, ωB97M-V/def2-TZVPD

The value obtained for the HOMO-LUMO gap is 0.1992 Eh.

```
! RIJCOSX wB97M-V def2-TZVPD def2/J DEFGRID3
* xyz -1 1
C 0.95874 -2.09964 1.55405
O 2.17407 -2.52851 1.59346
H 0.77844 -1.14052 0.96421
H 0.35873 -2.92663 1.36331
H 0.64258 -1.65995 2.61094
C 0.37062 1.61836 -0.01981
C -0.69082 1.42887 -1.13977
C -1.11293 0.00669 -1.22665
H 0.29009 2.40716 0.62775
H 1.43197 1.68043 -0.38435
H 0.67590 0.64503 0.53898
H -0.29673 1.74042 -2.11979
H -1.70052 2.00297 -0.98812
H -0.77785 -0.70296 -0.41509
H -2.12394 -0.01098 -0.83763
H -0.97836 -0.46074 -2.12150
*
```

Order from most stable to least stable according to the calculation: P), Q), R)

P) Molecular formula: C7H17NO
Method: DFT, ωB97M-V/def2-TZVPD

The value obtained for the HOMO-LUMO gap is 0.3738 Eh.

```
! RIJCOSX wB97M-V def2-TZVPD def2/J DEFGRID3
* xyz 0 1
C 0.70345 -2.12858 -0.00716
C 0.83836 -2.58486 1.45064
C -0.59343 -1.34867 -0.20299
C -2.26347 2.39628 0.30062
C -0.76855 2.25866 0.46302
N 0.74051 -3.22237 -0.96820
O -0.25487 1.96478 1.51203
H -0.02733 -3.86274 -0.78994
H 1.60405 -3.74630 -0.87287
H 0.00646 -3.23423 1.72126
H -0.60971 -0.48063 0.44963
H 1.76784 -3.13348 1.59701
H 0.83640 -1.72515 2.11551
H -0.67727 -1.02622 -1.23753
H -1.44902 -1.97877 0.03313
H -2.51035 3.26438 -0.30441
H -2.63897 1.50905 -0.20725
H -2.74274 2.46864 1.27329
C 1.47459 2.07909 -0.68385
C 0.01988 2.51245 -0.80439
H 1.53393 1.00359 -0.53977
H 1.93754 2.56175 0.17292
H 2.02807 2.34372 -1.58114
H -0.47124 1.99965 -1.63369
H -0.03611 3.58614 -1.00640
H 1.55199 -1.47619 -0.24946
*
```

Q) Molecular formula: C7H17NO
Method: DFT, ωB97M-V/def2-TZVPD

The value obtained for the HOMO-LUMO gap is 0.3529 Eh.

```
! RIJCOSX wB97M-V def2-TZVPD def2/J DEFGRID3
* xyz 0 1
C 1.67676 0.05386 -0.00277
C 1.09066 -0.41814 1.28895
C 1.81573 -1.03815 -1.03476
C 2.91905 0.89107 0.16290
C 0.42952 1.30444 -0.77075
H 1.58949 -1.32769 1.63293
H 0.03616 -0.68258 1.11986
H 1.13327 0.34448 2.06436
H 2.17255 -0.64160 -1.98454
H 2.54771 -1.77578 -0.69169
H 0.86500 -1.54779 -1.18368
H 3.26145 1.29107 -0.79095
H 3.72262 0.27106 0.57347
H 2.75224 1.71801 0.85183
H -0.50792 1.48506 -1.29876
H 1.09280 1.66065 -1.56029
H 0.44952 2.06443 0.00758
C -3.87829 -1.00373 0.09852
C -2.51583 -0.36120 0.17490
O -2.47685 0.81956 0.91374
N -1.52454 -0.77564 -0.45863
H -3.35970 1.06089 1.20614
H -0.62781 0.09084 -0.56540
H -4.24273 -1.25023 1.09874
H -4.60245 -0.32248 -0.35558
H -3.81840 -1.91042 -0.49612
*
```

Order from most stable to least stable according to the calculation: P), Q)

P) Molecular formula: C7H17NO
Method: DFT, ωB97M-V/def2-TZVPD

The value obtained for the HOMO-LUMO gap is 0.3828 Eh.

```
! RIJCOSX wB97M-V def2-TZVPD def2/J DEFGRID3
* xyz 0 1
C -0.84667 0.77387 0.44187
C 2.48656 -0.16146 -2.10165
C 0.07262 -1.49975 -0.49630
C -0.17708 2.09264 0.84713
C -1.96805 1.05463 -0.56884
C -1.41919 0.08504 1.68916
C 0.84576 -2.31882 0.52347
N 2.23283 0.95164 -1.57083
O 0.18405 0.00597 -0.16089
H 2.28286 0.94785 -0.55387
H 2.75963 -1.09031 -1.58565
H 2.47654 -0.22324 -3.18392
H 0.38666 -1.73083 -1.51852
H -0.99525 -1.71402 -0.46566
H 0.60612 1.90103 1.57704
H -0.90210 2.77870 1.27864
H 0.26909 2.56174 -0.02639
H -2.47473 0.13738 -0.86008
H -1.55152 1.52193 -1.45811
H -2.69808 1.73507 -0.13711
H -1.95479 -0.82493 1.42544
H -2.12888 0.74294 2.18582
H -0.61799 -0.15989 2.38388
H 0.41094 -2.22205 1.51679
H 0.84538 -3.37123 0.23696
H 1.87530 -1.97390 0.58162
*
```

Q) Molecular formula: C7H17NO
Method: DFT, ωB97M-V/def2-TZVPD

The value obtained for the HOMO-LUMO gap (spin up / spin down) is 0.3055 / 0.2936 Eh.

```
! RIJCOSX wB97M-V def2-TZVPD def2/J DEFGRID3
* xyz 0 1
C 0.07667 -1.71573 -1.18555
C -0.19663 -0.87918 1.26151
C -0.94332 -0.76404 -1.80426
C -0.51278 -3.10439 -0.93591
C 0.67725 -1.11243 0.12796
O 1.48813 -1.88967 0.84361
H 0.93579 -1.81832 -1.85267
H 0.20931 -0.42403 2.16023
H -0.75617 1.54854 1.21098
H -1.25326 -1.13157 1.25615
H -1.79807 -0.60207 -1.14330
H -1.32750 -1.18697 -2.73397
H -0.50366 0.20578 -2.04014
H -0.74727 -3.59133 -1.88429
H 0.19578 -3.72356 -0.38782
H -1.43653 -3.04269 -0.35550
C 0.05675 2.71401 -0.26052
C 0.93249 2.42332 1.98505
N -0.24185 2.41987 1.12594
H 1.02174 -0.06767 -0.15623
H 0.79622 2.02460 -0.70670
H 0.64362 2.15316 3.00129
H 0.46380 3.72507 -0.33489
H -0.85743 2.67432 -0.85315
H 1.72372 1.73384 1.65151
H 1.35320 3.43115 2.01066
*
```

Order from most stable to least stable according to the calculation: P), Q)